Entry 1:
{
  "formula": "C30H61BrN2O6PS",
  "method": "ωB97M-V/def2-TZVPD",
  "charge": 1,
  "energy_ha": -5053.822881,
  "multiplicity": 1,
  "homo_ev": -10.6,
  "gap_ev": 6.24,
  "max_force_ev_per_a": 0.82,
  "de_lowest_ev": 0.000,
  "species": ["Br", "S", "P", "O", "O", "O", "O", "O", "O", "N", "N", "C", "C", "C", "C", "C", "C", "C", "C", "C", "C", "C", "C", "C", "C", "C", "C", "C", "C", "C", "C", "C", "C", "C", "C", "C", "C", "C", "C", "C", "C", "H", "H", "H", "H", "H", "H", "H", "H", "H", "H", "H", "H", "H", "H", "H", "H", "H", "H", "H", "H", "H", "H", "H", "H", "H", "H", "H", "H", "H", "H", "H", "H", "H", "H", "H", "H", "H", "H", "H", "H", "H", "H", "H", "H", "H", "H", "H", "H", "H", "H", "H", "H", "H", "H", "H", "H", "H", "H", "H", "H", "H"],
  "xyz": [[-5.23896, -6.30138, -0.77052], [-1.07552, -5.26667, 0.75472], [-5.79511, -4.76174, 0.66034], [1.22311, -3.64666, -4.10006], [-5.21994, -5.38330, 2.03004], [2.35206, 0.67055, -2.87758], [0.94933, -1.39096, 2.03918], [-1.89016, 3.95219, 5.23230], [5.02443, 4.12263, -3.24654], [-3.24428, -4.04525, -0.43178], [-4.33328, -3.48932, 0.33162], [-0.16353, -2.92988, 3.49673], [-3.35464, 0.44416, 0.50218], [0.69251, -0.53479, 0.94769], [0.44266, 4.22148, 5.48909], [-0.13749, 5.49528, 4.87551], [7.18576, 5.02364, -3.56138], [-2.85865, 0.26571, -0.94595], [-4.23634, -1.79986, -1.60146], [6.16703, 6.16221, -3.59067], [-1.74166, 0.43528, 3.55334], [-0.92702, -1.87850, 4.32108], [-0.80260, 3.57398, 6.08034], [-1.47763, 4.99839, 4.34992], [0.19074, -2.57507, 2.06685], [0.38836, -3.74668, -5.25579], [-2.83099, 1.25918, 2.85370], [6.39028, 3.92076, -2.87586], [4.32108, -0.63517, -2.90917], [-2.01750, -1.07270, 3.58961], [0.50223, -4.03211, -2.93741], [-0.96180, -4.11954, -3.35588], [-2.84043, -1.19913, -1.38464], [3.40166, 1.45601, -2.28836], [-0.84402, -4.53239, -4.82233], [4.47303, 0.46258, -1.85629], [-4.95254, -2.26612, -0.35140], [-2.29914, -4.54742, 0.18557], [-2.59231, 1.46232, 1.34726], [4.87166, 5.40698, -3.85815], [2.81152, -0.66127, -3.10380], [0.92390, 0.48339, 1.25891], [-1.38000, -2.40243, 5.16238], [-3.98615, -3.20316, 1.24845], [0.78180, -3.40204, 1.64928], [3.78454, 2.15814, -3.02943], [-1.68366, 0.76189, 4.59564], [6.69440, 2.91934, -3.18489], [6.12545, 6.65550, -2.61753], [4.71967, -1.59979, -2.59854], [2.33561, -1.33028, -2.37744], [0.48438, 5.92880, 4.09430], [-0.28992, 6.25034, 5.64875], [-2.91621, 2.46658, 1.06490], [-0.99829, 3.94059, 7.09297], [-4.88637, -1.01503, -2.00176], [-0.75880, 0.63251, 3.12105], [7.44797, 4.72630, -4.57853], [1.21326, 4.40559, 6.23540], [2.50990, -0.97975, -4.10137], [-0.20002, -1.17019, 4.71872], [-4.40868, 0.74107, 0.50258], [-1.42986, -3.13398, -3.28945], [-1.83877, 0.64787, -1.01365], [5.46601, 0.90860, -1.82680], [-1.72450, -4.29562, -5.41680], [1.31810, -0.77660, 0.08770], [-3.30639, -0.51770, 1.02797], [-0.74401, 2.48491, 6.11401], [-0.36281, -0.57790, 0.66122], [-3.77723, 0.72026, 2.97941], [4.24854, 0.06274, -0.86400], [8.10398, 5.26926, -3.03086], [0.95023, -4.23244, -6.05239], [2.98975, 2.02652, -1.45406], [0.11825, -2.73839, -5.58628], [-2.24722, 5.77038, 4.33671], [-0.69806, -2.48334, 1.42724], [4.70573, 5.27068, -4.93165], [-2.18404, -1.46261, 2.57791], [0.86807, 3.58647, 4.70854], [-1.52724, 1.39508, 1.12477], [-0.70219, -3.88444, 3.49835], [3.99473, 5.89566, -3.43280], [-5.97865, -2.54830, -0.59286], [-2.96645, -1.19485, 4.12222], [-5.00145, -1.49182, 0.40789], [6.37499, 6.91738, -4.34646], [-4.54844, -4.88799, 2.51236], [-2.92906, 2.21860, 3.35955], [0.87149, -5.00536, -2.59000], [-1.37769, 4.59126, 3.33633], [-2.27350, -1.77413, -0.64614], [4.81754, -0.34265, -3.83641], [0.67807, -3.29495, -2.14928], [-4.23717, -2.59217, -2.35025], [-3.48752, 0.84551, -1.62371], [-2.28666, -1.30338, -2.31890], [6.47685, 3.98858, -1.78574], [0.77934, -3.12719, 4.01288], [-0.65841, -5.60543, -4.90001], [-1.53900, -4.81331, -2.74243]],
  "forces_ev_per_a": [[-0.0809, 0.0552, -0.0231], [0.1545, -0.2590, 0.1011], [0.0354, -0.1050, 0.2011], [0.0604, 0.0011, 0.0438], [0.0795, 0.1878, -0.2264], [-0.0478, 0.0095, 0.0902], [-0.3108, 0.1995, 0.2614], [-0.0305, -0.0929, -0.0493], [0.0464, 0.0540, 0.0006], [-0.2979, 0.3122, 0.6915], [0.1876, -0.2175, -0.5701], [0.1143, 0.0014, 0.2214], [-0.0487, 0.0151, -0.0791], [0.1502, 0.0317, 0.0354], [-0.0145, -0.0043, -0.0461], [-0.0027, -0.0090, 0.0427], [-0.0230, 0.0041, -0.0433], [0.0033, -0.1973, 0.3847], [0.0857, 0.2362, 0.1059], [0.0069, -0.0195, 0.0469], [-0.1577, -0.0496, 0.2126], [-0.0004, 0.0586, -0.3888], [0.0100, 0.0549, 0.0181], [0.0313, -0.0130, -0.0161], [0.3164, -0.0770, -0.0167], [-0.0606, 0.0404, 0.0039], [0.2225, -0.1907, -0.1532], [0.0004, 0.0240, 0.0181], [0.0172, 0.0556, 0.0021], [-0.0873, -0.0399, 0.1373], [-0.0443, -0.0586, -0.0161], [-0.0538, 0.0921, -0.0059], [-0.0492, 0.0657, -0.1779], [0.0060, -0.0983, -0.0811], [0.0607, -0.0779, 0.0478], [-0.0420, -0.0294, 0.0071], [-0.2749, -0.1461, -0.1552], [-0.2611, -0.2061, -0.4831], [-0.2531, 0.1209, 0.0976], [0.0239, 0.0030, -0.0312], [-0.0058, 0.0297, 0.0056], [0.0344, -0.0026, 0.0052], [0.1321, 0.0834, 0.1596], [0.0686, 0.1567, 0.0054], [-0.0052, 0.0717, -0.0854], [-0.0114, 0.0082, 0.0337], [0.0585, 0.0016, -0.0057], [-0.0176, -0.0100, -0.0052], [-0.0065, -0.0001, 0.0018], [0.0015, -0.0042, 0.0064], [-0.0049, -0.0812, 0.0196], [0.0125, -0.0116, -0.0068], [-0.0077, 0.0004, 0.0005], [0.1003, 0.0030, -0.0956], [0.0185, -0.0062, 0.0043], [-0.0049, -0.0344, -0.0602], [0.0319, -0.0114, -0.0729], [-0.0020, -0.0082, -0.0001], [0.0011, 0.0178, 0.0060], [-0.0227, -0.0072, 0.0024], [-0.0118, -0.0238, 0.0924], [-0.0570, -0.1299, 0.0570], [0.0040, -0.0142, 0.0229], [-0.0138, 0.0923, -0.1087], [0.0109, -0.0039, -0.0074], [-0.0101, 0.0219, -0.0016], [-0.0059, -0.0893, -0.1723], [0.1188, 0.0024, -0.0394], [-0.0168, -0.0058, -0.0010], [-0.0389, 0.0197, -0.0768], [-0.1344, 0.2233, 0.1073], [0.0118, 0.0044, 0.0078], [-0.0021, 0.0160, 0.0122], [0.0174, -0.0081, 0.0038], [-0.0348, 0.0043, -0.0184], [-0.0099, -0.0028, -0.0154], [-0.0168, -0.0099, 0.0061], [-0.0311, 0.1647, 0.0467], [0.0062, 0.0176, -0.0029], [0.0794, 0.0219, -0.0529], [-0.0042, -0.0065, -0.0001], [0.0835, 0.0503, 0.0107], [-0.0605, 0.0119, -0.0988], [-0.0130, -0.0175, 0.0090], [0.0181, -0.0290, -0.0449], [-0.0603, -0.0647, -0.0881], [0.0341, -0.0128, 0.0403], [0.0124, -0.0069, -0.0150], [0.0125, -0.1801, 0.2777], [0.0091, 0.0170, -0.0011], [-0.0108, 0.0182, 0.0105], [0.0103, 0.0173, -0.0049], [0.0030, -0.0116, -0.0210], [-0.0044, 0.0105, -0.0004], [0.0229, 0.0099, -0.0108], [0.0924, -0.0870, 0.0895], [0.1535, 0.0768, -0.1029], [-0.0066, 0.1004, -0.0152], [0.0220, 0.0006, -0.0023], [-0.0347, -0.0915, 0.0251], [0.0098, 0.0035, 0.0003], [0.0035, -0.0367, -0.0437]]
}



Entry 2:
{
  "formula": "C11H21AlNO",
  "method": "ωB97M-V/def2-TZVPD",
  "charge": -1,
  "energy_ha": -803.905074,
  "multiplicity": 1,
  "homo_ev": -4.6,
  "gap_ev": 7.27,
  "max_force_ev_per_a": 10.88,
  "de_lowest_ev": 7.130,
  "species": ["Al", "O", "N", "C", "C", "C", "C", "C", "C", "C", "C", "C", "C", "C", "H", "H", "H", "H", "H", "H", "H", "H", "H", "H", "H", "H", "H", "H", "H", "H", "H", "H", "H", "H", "H"],
  "xyz": [[-1.40877, -2.22565, -0.54142], [-0.61186, -2.53261, -2.23814], [0.54051, -5.07077, -2.42008], [0.44447, 1.22580, -0.88775], [-1.82742, 2.11234, 0.48221], [-0.80278, 2.29065, -0.58507], [-1.54942, 2.22407, 2.10937], [2.33660, -0.29890, 0.43772], [3.36528, -0.23632, -0.87978], [1.48587, -1.68296, 0.27904], [-3.41026, 1.81399, 0.05119], [0.00696, -3.89799, -2.27145], [1.46624, 1.08579, 0.38700], [-0.01728, -1.68373, 0.91800], [4.20524, -1.03191, -0.70133], [-0.32162, -0.72616, 1.51292], [-3.63748, 2.05028, -1.07235], [1.06873, 1.74282, -1.76426], [-2.57454, -1.17241, -0.71938], [-0.77233, 3.05004, 2.40706], [-3.75863, 0.73067, 0.39109], [-0.90455, 3.27179, -1.25067], [3.02839, -0.25263, 1.40506], [2.81276, -0.54576, -1.88798], [1.53734, -1.98793, -0.86508], [2.24744, 1.98257, 0.29290], [2.10860, -2.52754, 0.84876], [-1.15069, 1.19721, 2.51600], [-0.06111, -2.58181, 1.70432], [-2.55861, 2.44921, 2.70351], [0.08308, 0.19943, -1.32117], [0.96200, 1.21566, 1.44035], [3.77598, 0.86234, -1.05027], [-4.05244, 2.59187, 0.68568], [-2.05569, -3.64145, -0.11598]],
  "forces_ev_per_a": [[0.2720, -0.3760, 0.8426], [2.7194, -5.9710, 0.3474], [-4.4173, 9.8586, 1.2940], [0.9479, 2.1678, 0.3879], [0.6128, 0.2721, -1.3637], [-1.1174, -0.7353, 1.5287], [-0.1250, -1.5137, -0.0035], [0.7526, 0.7773, -1.6277], [-0.3722, -0.1911, 0.0493], [0.9778, -0.3071, 0.9281], [0.0307, 2.4097, 1.3290], [1.6381, -3.6467, -1.2639], [0.6924, -0.0302, 0.4922], [0.4912, -0.9164, 0.6189], [-1.3180, 1.6843, -0.4905], [0.8517, -1.5210, -1.1537], [0.7009, -0.8135, 2.1017], [-1.3048, -1.2065, 1.8004], [-0.1046, 0.4172, -0.3037], [-1.5013, -1.6002, -0.9766], [1.2153, 2.2379, -0.9820], [-0.5563, -3.0143, 0.3403], [-1.6200, -0.2472, -1.9243], [1.0032, 0.6594, 2.2608], [-0.4038, 0.6869, 2.3574], [-1.6343, -1.8577, 0.2916], [-1.1721, 1.7629, -1.3347], [-0.7231, 1.8893, -0.5398], [0.0800, 1.9417, -1.5309], [2.0735, -0.5006, -1.5733], [0.2634, 2.0231, 1.1645], [0.5861, -0.2225, -2.2587], [-0.5325, -2.3568, 0.5080], [0.9335, -1.6592, -1.2500], [0.0601, -0.1011, -0.0661]]
}